{"formula": "C22H68O17", "method": "ωB97M-V with the def2-TZVPD basis set", "smiles": "COCCOC.COCCOC.COCCOC.COCCOC.COCCOC.CO.CO.O.O.O.O.O", "orbital_gap_ev": 9.33, "largest_force_ha_per_bohr": 0.0635, "e_homo_ev": -9.01, "spin_multiplicity": 1, "total_charge": 0, "lumo_energy_ev": 0.321, "species": ["C", "O", "C", "C", "O", "C", "H", "H", "H", "H", "H", "H", "H", "H", "H", "H", "C", "O", "C", "C", "O", "C", "H", "H", "H", "H", "H", "H", "H", "H", "H", "H", "C", "O", "C", "C", "O", "C", "H", "H", "H", "H", "H", "H", "H", "H", "H", "H", "C", "O", "C", "C", "O", "C", "H", "H", "H", "H", "H", "H", "H", "H", "H", "H", "C", "O", "C", "C", "O", "C", "H", "H", "H", "H", "H", "H", "H", "H", "H", "H", "C", "O", "H", "H", "H", "H", "C", "O", "H", "H", "H", "H", "O", "H", "H", "O", "H", "H", "O", "H", "H", "O", "H", "H", "O", "H", "H"], "coordinates": [[4.85482, 5.95366, -7.09912], [4.12445, 4.69866, -7.20800], [3.70774, 4.17083, -5.94778], [2.78628, 2.89583, -6.01687], [2.36930, 2.47747, -4.74860], [2.16038, 1.07858, -4.74641], [4.22906, 6.68635, -6.58952], [5.20022, 6.32173, -8.06521], [5.74257, 5.72605, -6.50905], [3.10444, 4.87890, -5.37966], [4.59235, 3.87542, -5.38360], [3.45426, 2.18191, -6.49875], [2.08305, 2.94621, -6.84815], [1.92278, 0.66707, -3.76544], [3.04348, 0.54152, -5.09254], [1.30334, 0.76563, -5.34276], [3.94827, -4.96904, 3.01215], [3.74667, -4.81065, 1.58485], [2.59660, -3.97373, 1.20524], [1.63116, -4.88050, 0.38160], [2.16180, -5.11513, -0.90062], [1.25767, -5.76926, -1.79353], [4.97826, -5.32305, 3.05574], [3.28851, -5.64059, 3.56153], [3.84561, -3.98098, 3.46082], [2.96890, -3.13631, 0.61513], [2.04817, -3.61671, 2.07694], [0.69126, -4.33236, 0.31657], [1.38834, -5.80475, 0.90592], [0.54071, -5.05962, -2.20643], [0.74720, -6.55715, -1.23970], [1.79519, -6.31056, -2.57210], [-6.86954, -3.00953, 4.84174], [-6.51201, -1.79609, 5.51893], [-6.88899, -0.58026, 4.87874], [-5.67181, -0.07785, 4.00729], [-5.56786, -0.87127, 2.80376], [-4.75517, -0.19938, 1.86003], [-6.23382, -3.74047, 5.34142], [-6.74194, -2.92514, 3.76253], [-7.92065, -3.25719, 4.98989], [-7.12016, 0.10753, 5.69213], [-7.77039, -0.65371, 4.24168], [-4.67882, -0.05221, 4.45609], [-5.97507, 0.91876, 3.68651], [-5.28233, 0.62026, 1.37178], [-4.33624, -0.90396, 1.14159], [-3.85836, 0.33324, 2.17651], [2.37598, 4.26089, -0.83263], [1.01150, 4.66855, -0.55379], [0.60511, 5.47235, -1.66086], [-0.60122, 6.33075, -1.09977], [-1.71175, 5.47093, -0.92932], [-2.93384, 6.22652, -0.90877], [2.46388, 3.54548, -1.65029], [2.81432, 3.90623, 0.10020], [3.13021, 4.99587, -1.11377], [0.26160, 4.89972, -2.52237], [1.42549, 6.10955, -1.99107], [-0.87817, 7.16871, -1.73947], [-0.42554, 6.72835, -0.10020], [-3.80199, 5.63234, -0.62350], [-3.14459, 6.72323, -1.85585], [-2.83393, 6.90773, -0.06375], [3.02078, -0.61092, 1.98996], [1.80703, -0.34515, 1.38811], [1.82929, 0.30672, 0.06908], [0.39514, 0.22491, -0.50485], [-0.12098, -1.15206, -0.34311], [-1.45600, -1.33383, -0.82321], [3.44173, 0.34722, 2.29468], [3.76295, -1.06166, 1.33109], [2.81845, -1.25795, 2.84348], [2.61309, -0.08522, -0.57910], [2.16200, 1.34206, 0.14297], [0.43709, 0.43722, -1.57315], [-0.26694, 0.96067, -0.04834], [-1.80160, -2.36098, -0.70649], [-1.52383, -1.13148, -1.89211], [-2.16441, -0.68801, -0.30439], [-2.74883, -4.88170, 0.66591], [-2.43816, -6.10824, 1.31275], [-1.74873, -4.46692, 0.53997], [-3.16210, -5.03085, -0.33162], [-3.28580, -4.14073, 1.25812], [-3.06349, -6.50504, 1.92357], [-0.12578, -2.74254, -3.43322], [-1.11552, -3.69187, -3.92298], [0.89157, -3.01028, -3.71854], [-0.19847, -1.71421, -3.78726], [-0.00828, -2.82660, -2.35284], [-0.67756, -4.32060, -4.50133], [0.10032, -0.44435, 3.48220], [-0.78724, -0.11562, 3.33929], [0.51148, -0.40847, 2.61855], [4.49440, -1.59105, 6.03138], [4.24634, -1.17980, 6.85937], [3.68460, -1.61138, 5.52143], [-0.72398, 3.51700, 0.98548], [-1.46533, 4.11562, 1.07653], [-0.10335, 3.98662, 0.42824], [-1.85042, 1.54567, 2.59013], [-2.21842, 2.31168, 3.03062], [-1.37146, 1.90525, 1.84345], [1.82459, -1.97988, 5.24336], [1.20997, -2.31714, 5.89508], [1.28931, -1.43134, 4.66994]]}

{"formula": "C22H73BrF5IO18P", "method": "ωB97M-V with the def2-TZVPD basis set", "orbital_gap_ev": 7.36, "largest_force_ha_per_bohr": 0.0247, "e_homo_ev": -5.38, "spin_multiplicity": 1, "total_charge": -1, "lumo_energy_ev": 1.975, "species": ["C", "C", "F", "P", "Br", "O", "C", "C", "I", "C", "F", "F", "C", "F", "F", "O", "H", "H", "H", "H", "H", "H", "H", "H", "H", "C", "O", "H", "H", "H", "H", "C", "O", "H", "H", "H", "H", "C", "O", "H", "H", "H", "H", "C", "O", "H", "H", "H", "H", "C", "O", "H", "H", "H", "H", "C", "O", "H", "H", "H", "H", "C", "O", "H", "H", "H", "H", "C", "O", "H", "H", "H", "H", "C", "O", "H", "H", "H", "H", "C", "O", "H", "H", "H", "H", "C", "O", "H", "H", "H", "H", "C", "O", "H", "H", "H", "H", "C", "O", "H", "H", "H", "H", "C", "O", "H", "H", "H", "H", "C", "O", "H", "H", "H", "H", "C", "O", "H", "H", "H", "H"], "coordinates": [[5.00993, 0.42938, -1.38423], [4.09490, 0.25108, -2.59675], [4.44787, -0.97298, -3.20884], [2.30568, 0.22669, -1.95807], [1.55896, -1.16470, -3.82422], [1.71714, 1.53605, -2.88975], [0.34118, 1.78364, -2.87954], [-0.25786, 0.99526, -1.68550], [-0.62482, 2.64590, -0.03819], [-1.68936, 0.36659, -1.85887], [-2.57253, 0.74882, -0.88543], [-2.23519, 0.84213, -3.02932], [-1.93274, -1.15924, -1.90772], [-1.55784, -1.69788, -3.07212], [-1.31625, -1.82272, -0.89753], [0.65214, 0.19244, -1.19330], [5.42063, 1.44217, -1.34377], [4.47110, 0.24879, -0.44967], [5.84614, -0.27205, -1.41528], [4.23608, 1.03425, -3.34813], [2.70870, 1.11123, -0.92634], [2.55787, -0.94829, -1.20737], [-0.16052, 1.59114, -3.83283], [0.22538, 2.85174, -2.67546], [-3.00541, -1.31269, -1.81495], [5.61745, -1.23578, 2.33726], [6.00800, -0.22943, 1.41913], [4.84632, -1.83063, 1.85435], [6.44903, -1.89277, 2.61189], [5.19343, -0.80282, 3.25039], [6.67549, 0.33445, 1.82194], [7.49766, 3.42608, -2.05029], [7.10687, 3.44234, -0.67747], [7.53936, 2.39116, -2.37714], [6.76872, 3.95871, -2.66611], [8.48285, 3.88861, -2.16094], [7.05265, 4.36258, -0.41062], [-4.85171, 3.01176, 0.71713], [-3.80904, 3.32345, 1.63071], [-5.53671, 3.85826, 0.70815], [-4.45896, 2.86642, -0.29279], [-5.40289, 2.11585, 1.01937], [-3.17484, 2.59837, 1.61339], [-5.61246, -3.09094, -2.25205], [-4.40581, -2.94650, -1.50701], [-6.14389, -2.14232, -2.21392], [-5.39985, -3.34124, -3.29366], [-6.24054, -3.87204, -1.82025], [-3.94279, -3.78867, -1.54734], [-0.52960, -3.06782, 2.85594], [-1.55474, -2.60340, 1.98736], [-0.97970, -3.17759, 3.84063], [-0.14179, -4.03923, 2.53124], [0.29433, -2.35934, 2.93085], [-1.19490, -2.48952, 1.10227], [-6.44843, -3.44021, 1.06300], [-6.24624, -4.84834, 0.90027], [-7.16970, -3.12271, 0.31585], [-6.83321, -3.20701, 2.05818], [-5.50954, -2.91031, 0.90025], [-5.60524, -5.12545, 1.56092], [8.48356, 3.04344, 2.67550], [7.62226, 1.91244, 2.65106], [9.49781, 2.66609, 2.78080], [8.41341, 3.62438, 1.75353], [8.25635, 3.68630, 3.53082], [6.72184, 2.23672, 2.54650], [3.06188, -4.80209, 3.90269], [3.04400, -3.57423, 3.18837], [3.57492, -5.53475, 3.28727], [3.60129, -4.70895, 4.84971], [2.04945, -5.16311, 4.10849], [2.58739, -2.92388, 3.72994], [-6.93864, 0.87712, -2.60310], [-8.06752, 0.00622, -2.59636], [-6.05228, 0.24781, -2.61522], [-6.92609, 1.51377, -3.49140], [-6.90957, 1.50324, -1.70772], [-8.86147, 0.54420, -2.58443], [0.00770, -1.27123, 6.54196], [0.62551, -1.26760, 5.26445], [-0.50154, -2.22724, 6.64229], [0.73725, -1.17850, 7.35217], [-0.73216, -0.47206, 6.63654], [1.07521, -0.42740, 5.14450], [-4.02521, -7.01382, -1.23252], [-5.18241, -6.21924, -1.42794], [-3.85966, -7.57615, -2.14930], [-3.13331, -6.40985, -1.03706], [-4.15279, -7.72670, -0.41086], [-5.34727, -5.70805, -0.62257], [-0.76651, 5.97930, -3.39866], [0.15772, 4.90885, -3.35261], [-1.53626, 5.76169, -2.66518], [-0.31437, 6.95096, -3.16744], [-1.24027, 6.04435, -4.38487], [0.86356, 5.05209, -3.99232], [-3.68863, 6.42260, 3.74072], [-4.15750, 6.20489, 2.42527], [-3.67618, 7.49929, 3.90486], [-4.34092, 5.96688, 4.49370], [-2.67263, 6.04007, 3.87958], [-4.16719, 5.25207, 2.27393], [-4.14878, 3.27873, -3.83299], [-3.07384, 3.85356, -3.11694], [-4.95274, 4.01339, -3.84492], [-3.87630, 3.04327, -4.86707], [-4.51831, 2.36507, -3.35489], [-2.34774, 3.22097, -3.09111], [4.55088, -7.19355, 6.66522], [4.12173, -7.45049, 5.33629], [4.69773, -6.11907, 6.74526], [3.80289, -7.49850, 7.40272], [5.49782, -7.69131, 6.89252], [3.98442, -8.39517, 5.23896], [2.72437, 3.43285, -6.20563], [1.68536, 4.33250, -5.82767], [3.29846, 3.22451, -5.30725], [2.32081, 2.49003, -6.57943], [3.38169, 3.87275, -6.96176], [1.14012, 4.51981, -6.59406]]}